# C63H67AsBN10O2PSn

A structure of composition C63H67AsBN10O2PSn (ωB97M-V/def2-TZVPD, the Open Molecules 2025 dataset).

```
! wB97M-V def2-TZVPD RIJCOSX def2/J DEFGRID3
* xyz 3 2
Sn -0.378 -0.389 0.304
C 1.751 2.421 0.822
C 0.344 2.841 0.631
C -0.216 4.112 0.476
C -1.579 3.904 0.454
N -1.811 2.595 0.611
N -0.642 1.941 0.686
B -3.116 1.809 0.739
N -3.000 0.808 1.915
C -3.719 0.797 3.048
C -3.304 -0.267 3.820
C -2.296 -0.879 3.074
C -1.500 -2.081 3.418
N -2.130 -0.218 1.933
N -3.309 1.031 -0.567
C -4.292 1.118 -1.477
C -4.061 0.184 -2.461
C -2.872 -0.445 -2.088
C -2.162 -1.562 -2.751
N -2.429 0.088 -0.949
N -4.315 2.702 1.006
C -5.625 2.300 1.032
C -6.392 3.377 1.373
C -5.465 4.434 1.567
C -5.721 5.827 1.952
N -4.230 3.976 1.342
H 2.414 3.276 0.909
H 2.075 1.795 -0.010
H 1.811 1.809 1.721
H 0.293 5.049 0.399
H -2.382 4.607 0.371
H -4.466 1.535 3.266
H -3.670 -0.560 4.782
H -1.142 -2.018 4.443
H -0.654 -2.172 2.737
H -2.125 -2.969 3.338
H -5.087 1.832 -1.398
H -4.673 -0.021 -3.315
H -2.267 -1.494 -3.830
H -2.573 -2.518 -2.428
H -1.108 -1.529 -2.481
H -5.906 1.290 0.818
H -7.455 3.428 1.477
H -6.766 5.979 2.203
H -5.450 6.498 1.134
H -5.089 6.101 2.796
N 0.149 -4.619 0.591
P 1.170 -3.652 -0.328
C 0.539 -3.844 -2.046
C -0.173 -4.983 -2.408
C -0.502 -5.177 -3.739
C -0.128 -4.249 -4.698
C 0.563 -3.107 -4.328
C 0.884 -2.894 -2.998
C 2.682 -4.670 -0.433
C 3.553 -4.320 -1.469
C 4.677 -5.081 -1.722
C 4.963 -6.178 -0.923
C 4.115 -6.513 0.123
C 2.986 -5.755 0.388
C -1.189 -4.363 0.788
C -1.995 -5.323 1.416
C -3.352 -5.085 1.501
C -3.855 -3.903 0.968
C -2.970 -3.004 0.398
N -1.661 -3.211 0.306
H 0.533 -5.396 1.117
H -0.464 -5.713 -1.668
H -1.054 -6.061 -4.025
H -0.392 -4.410 -5.732
H 0.841 -2.375 -5.073
H 1.377 -1.976 -2.700
H 3.331 -3.461 -2.086
H 5.326 -4.820 -2.543
H 5.853 -6.761 -1.103
H 4.334 -7.374 0.737
H 2.364 -6.039 1.227
H -1.567 -6.238 1.798
H -4.006 -5.812 1.957
H -4.910 -3.686 1.004
H -3.325 -2.070 -0.009
O 1.151 0.345 -1.736
As 1.397 1.495 -2.896
C 2.398 3.030 -2.223
C 3.679 2.712 -1.788
C 4.517 3.701 -1.304
C 4.082 5.018 -1.283
C 2.813 5.334 -1.738
C 1.966 4.343 -2.212
C 2.637 0.933 -4.287
C 2.687 1.807 -5.367
C 3.606 1.603 -6.378
C 4.488 0.538 -6.299
C 4.447 -0.324 -5.216
C 3.520 -0.132 -4.202
C -0.290 1.842 -3.785
C -0.693 0.818 -4.633
C -1.873 0.925 -5.344
C -2.656 2.061 -5.215
C -2.267 3.072 -4.353
C -1.089 2.963 -3.628
H 4.003 1.674 -1.800
H 5.511 3.450 -0.966
H 4.738 5.801 -0.930
H 2.474 6.358 -1.735
H 0.981 4.613 -2.558
H 2.005 2.650 -5.401
H 3.645 2.289 -7.208
H 5.214 0.387 -7.082
H 5.152 -1.137 -5.147
H 3.490 -0.801 -3.346
H -0.066 -0.065 -4.724
H -2.172 0.132 -6.010
H -3.564 2.157 -5.790
H -2.873 3.959 -4.257
H -0.804 3.757 -2.950
C -1.375 2.754 4.817
C -0.079 2.290 4.155
C 0.880 3.495 4.015
C 0.653 1.208 4.872
C 0.778 1.175 6.238
C 1.579 0.223 6.866
C 2.337 -0.687 6.119
C 2.288 -0.722 4.749
C 3.221 -1.619 3.984
C 4.068 -0.807 2.996
C 2.476 -2.755 3.264
C 1.326 0.162 4.058
O 1.067 0.038 2.855
H -1.813 3.539 4.205
H -1.217 3.160 5.813
H -2.085 1.933 4.888
H -0.307 1.930 3.144
H 1.036 3.964 4.982
H 0.432 4.224 3.348
H 1.845 3.201 3.611
H 0.293 1.925 6.842
H 1.663 0.225 7.942
H 3.015 -1.342 6.645
H 3.899 -2.085 4.708
H 3.439 -0.331 2.248
H 4.771 -1.467 2.497
H 4.638 -0.047 3.525
H 1.851 -2.367 2.456
H 1.853 -3.298 3.973
H 3.204 -3.447 2.845
*
```

The expectation value of S² is 0.7590. The value obtained for the energy above the lowest of the compared OMol25 structures with the same formula, charge and spin is 0.8125 eV. Its lowest unoccupied orbital energy is -10.7 eV. For the orbital gap, the calculation gives 3.4993 eV. As for the HOMO energy: -14.24 eV.

***

# C63H88O31S5

A cluster of 13 separate species, C63H88O31S5 in total (ωB97M-V/def2-TZVPD, the Open Molecules 2025 dataset).

```
! wB97M-V def2-TZVPD RIJCOSX def2/J DEFGRID3
* xyz 0 1
C 3.124 -17.529 -20.362
C 2.433 -18.197 -19.342
C 1.238 -17.621 -18.869
C 0.893 -16.292 -19.296
C 1.613 -15.631 -20.254
C 2.678 -16.277 -20.880
O 3.240 -15.758 -22.015
O 0.415 -18.178 -18.009
H 4.012 -17.969 -20.767
H 2.878 -19.142 -19.033
H 0.122 -15.765 -18.762
H 1.345 -14.567 -20.569
H 4.132 -16.099 -21.923
H 0.803 -19.048 -17.878
C 14.584 -19.169 -19.633
C 15.775 -18.356 -19.836
C 16.316 -17.672 -18.733
C 15.780 -17.760 -17.475
C 14.654 -18.520 -17.247
C 14.140 -19.320 -18.305
O 13.123 -20.199 -18.027
O 17.379 -16.815 -18.940
H 14.202 -19.811 -20.446
H 16.125 -18.278 -20.847
H 16.197 -17.229 -16.590
H 14.112 -18.495 -16.323
H 12.727 -20.521 -18.841
H 17.767 -16.556 -18.126
C 4.514 -23.934 -20.512
C 3.988 -23.270 -19.430
C 3.573 -22.000 -19.569
C 3.565 -21.412 -20.855
C 4.052 -22.109 -21.982
C 4.587 -23.329 -21.753
O 5.183 -24.073 -22.795
O 3.143 -21.209 -18.519
H 4.861 -25.023 -20.626
H 3.694 -23.745 -18.512
H 3.117 -20.443 -20.985
H 4.035 -21.610 -22.959
H 4.972 -23.713 -23.656
H 3.832 -21.044 -17.852
C 8.059 -20.768 -19.489
C 7.017 -20.555 -20.340
C 6.984 -19.465 -21.190
C 8.136 -18.665 -21.367
C 9.223 -18.963 -20.571
C 9.191 -19.940 -19.617
O 10.284 -20.157 -18.784
O 5.870 -19.334 -21.975
H 8.101 -21.531 -18.782
H 6.214 -21.241 -20.212
H 8.174 -17.898 -22.122
H 10.207 -18.502 -20.665
H 10.863 -19.371 -18.743
H 6.044 -18.878 -22.856
C 9.135 -15.989 -26.108
C 9.083 -17.293 -25.609
C 9.758 -17.666 -24.451
C 10.444 -16.734 -23.735
C 10.481 -15.438 -24.245
C 9.802 -15.019 -25.414
O 9.613 -13.707 -25.733
O 9.714 -18.943 -23.937
H 8.590 -15.737 -26.995
H 8.676 -18.148 -26.087
H 11.077 -17.000 -22.914
H 11.048 -14.720 -23.663
H 9.739 -13.105 -24.987
H 9.029 -19.524 -24.349
C 5.852 -21.237 -26.255
C 5.414 -22.525 -26.559
C 6.101 -23.632 -26.117
C 7.134 -23.485 -25.206
C 7.523 -22.248 -24.803
C 6.892 -21.094 -25.346
O 7.399 -19.898 -24.955
O 5.725 -24.931 -26.349
H 5.409 -20.400 -26.717
H 4.708 -22.569 -27.408
H 7.556 -24.388 -24.848
H 8.380 -22.169 -24.110
H 6.712 -19.182 -25.046
H 5.115 -24.931 -27.056
C 10.675 -21.802 -22.057
C 10.744 -23.171 -21.974
C 11.904 -23.899 -21.984
C 13.095 -23.114 -22.150
C 13.107 -21.729 -22.275
C 11.867 -21.079 -22.224
O 11.869 -19.713 -22.262
O 11.850 -25.312 -21.852
H 9.682 -21.313 -22.095
H 9.809 -23.755 -21.926
H 14.050 -23.619 -22.083
H 13.955 -21.059 -22.343
H 11.035 -19.403 -22.729
H 12.701 -25.629 -21.996
C 9.917 -23.295 -16.793
C 8.672 -23.939 -16.725
C 8.421 -24.639 -15.560
C 9.386 -24.808 -14.536
C 10.565 -24.175 -14.695
C 10.867 -23.507 -15.860
O 12.133 -23.002 -15.890
O 7.105 -25.055 -15.185
H 10.241 -22.708 -17.648
H 7.860 -23.634 -17.331
H 9.151 -25.318 -13.583
H 11.370 -24.270 -14.001
H 12.128 -22.236 -16.487
H 6.466 -24.604 -15.749
O 3.386 -18.934 -26.242
S 3.957 -18.114 -25.197
O 5.362 -18.208 -24.803
O 3.740 -16.611 -25.496
C 4.517 -15.988 -26.499
C 4.346 -14.458 -26.434
C 2.974 -18.447 -23.855
H 4.198 -16.375 -27.453
H 5.617 -16.308 -26.295
H 4.695 -13.914 -27.313
H 4.905 -14.064 -25.603
H 3.302 -14.276 -26.219
H 1.980 -17.938 -24.113
H 3.299 -18.074 -22.898
H 2.858 -19.525 -23.855
O 11.842 -17.755 -19.137
S 12.053 -16.380 -19.567
O 11.901 -16.070 -20.941
O 10.987 -15.521 -18.662
C 10.663 -14.131 -19.084
C 10.286 -13.471 -17.804
C 13.603 -15.843 -18.948
H 9.824 -14.240 -19.765
H 11.518 -13.699 -19.630
H 9.974 -12.486 -17.904
H 11.121 -13.523 -17.134
H 9.499 -14.052 -17.298
H 13.645 -15.863 -17.883
H 13.706 -14.795 -19.254
H 14.376 -16.367 -19.492
O 8.250 -14.350 -21.682
S 6.872 -14.689 -21.979
O 6.183 -15.632 -21.133
O 6.088 -13.388 -22.340
C 5.721 -12.448 -21.316
C 4.616 -12.969 -20.435
C 6.905 -15.426 -23.574
H 5.386 -11.633 -21.962
H 6.697 -12.202 -20.808
H 3.746 -13.445 -20.839
H 4.285 -12.134 -19.806
H 5.031 -13.729 -19.751
H 7.327 -14.734 -24.327
H 5.914 -15.655 -23.989
H 7.544 -16.275 -23.373
O 5.540 -22.856 -16.255
S 5.459 -21.527 -15.678
O 4.614 -20.488 -16.230
O 4.991 -21.728 -14.188
C 3.597 -21.518 -13.822
C 3.597 -21.582 -12.300
C 7.073 -20.854 -15.395
H 3.043 -22.377 -14.200
H 3.253 -20.629 -14.354
H 2.520 -21.720 -11.995
H 3.890 -20.648 -11.861
H 4.173 -22.436 -11.852
H 6.949 -19.973 -14.754
H 7.434 -20.740 -16.388
H 7.724 -21.606 -14.887
O 6.110 -15.663 -15.446
S 5.888 -15.580 -16.881
O 6.238 -14.386 -17.594
O 6.556 -16.801 -17.622
C 7.957 -16.732 -17.938
C 8.784 -17.537 -16.979
C 4.214 -15.961 -17.250
H 8.165 -15.702 -17.985
H 8.159 -17.026 -18.986
H 8.745 -18.562 -17.380
H 8.339 -17.579 -15.965
H 9.825 -17.214 -16.756
H 4.231 -16.073 -18.321
H 3.546 -15.128 -16.889
H 3.819 -16.871 -16.783
*
```

The value obtained for the energy above the lowest of the compared OMol25 structures with the same formula, charge and spin is 0.0000 eV. Its lowest unoccupied orbital energy is 0.1 eV. For the orbital gap, the calculation gives 7.8412 eV. As for the HOMO energy: -7.69 eV.